No. 1
# C38H39FeN6O3S

A structure of composition C38H39FeN6O3S (the ωB97M-V functional and the def2-TZVPD basis, the OMol25 dataset).

Cartesian coordinates (Å):
H: 0.0671 -1.1740 2.9764
H: -0.1417 -4.0165 -0.8053
C: -0.0176 4.8310 -1.7503
H: 1.9181 -1.6838 0.3616
C: 0.3042 2.7970 3.1194
H: -3.6493 1.1302 -1.5901
C: -1.1402 -0.1145 -1.3349
H: 0.5697 5.5524 -2.2993
C: -1.6127 -2.5687 -1.3613
C: 0.6919 3.8776 -0.9686
C: -2.9232 -2.0508 1.6459
C: -0.7328 -1.8019 2.6014
C: -3.7352 0.4686 -2.4536
H: -5.1231 -1.7693 -2.8197
N: 2.4659 -2.3180 0.9326
C: 2.6003 0.0398 -3.3015
H: 3.6095 -3.2537 -0.4699
H: -3.8382 -1.6094 1.2645
H: 4.9590 -2.3854 -3.3250
C: 2.4267 3.0254 2.2354
C: -2.1392 0.2588 2.2026
C: -1.3812 4.8491 -1.7810
C: -3.7733 -3.3090 -2.1826
H: -5.6286 -4.3276 -1.8629
H: -0.3402 4.2404 4.5749
Fe: 0.8229 1.1252 0.6331
H: 5.4057 -1.4211 -1.0995
C: -3.2764 -0.9386 -2.1568
O: -1.8349 1.9084 3.8869
C: -1.3634 2.9835 -0.3240
O: -0.0718 -0.1387 -0.7088
C: 5.1233 1.8269 0.1214
H: -4.2923 -5.3941 -2.3121
H: -2.8123 0.5302 1.3810
H: -2.6188 0.0497 4.3485
N: 2.8035 -3.4383 0.1179
C: 3.8612 0.0639 -1.2521
H: 1.8079 5.5002 4.4152
C: -2.7553 -3.4268 1.6161
H: 2.3241 1.4827 -1.7342
C: 4.1548 0.6297 0.1136
C: -2.0909 3.9052 -1.0226
H: 0.3751 -3.6069 2.8929
H: 1.8207 0.4624 -3.9228
H: -1.4717 0.8558 -1.7206
C: -4.1397 -1.9819 -2.4164
C: -4.7372 -4.4167 -2.4867
H: 4.5615 -0.1765 0.7328
C: 2.6715 4.1715 2.9802
C: -2.5130 -3.5780 -1.6666
C: 2.8613 0.5961 -2.0564
C: 4.6169 -1.0074 -1.7201
H: 5.0892 2.3915 -0.8094
H: -3.7183 1.1577 3.4846
N: -0.0101 2.9185 -0.3023
H: -1.9053 5.5900 -2.3711
C: -0.5606 -3.1780 2.5619
C: 3.3451 -1.0372 -3.7579
H: -1.8756 2.2339 0.2668
H: -3.1709 3.8954 -0.9823
C: -2.7013 0.7823 3.5480
C: -1.5733 -3.9920 2.0756
H: -1.4387 -5.0652 2.0456
C: 1.6593 4.6098 3.8197
H: 0.5455 -2.4737 -1.3192
C: -1.9162 -1.2318 2.1460
H: -5.0658 -4.3665 -3.5256
C: -1.9977 -1.2318 -1.6139
N: 1.2765 2.3892 2.3172
C: -0.8529 1.8842 2.9994
H: 3.6111 4.6974 2.8940
H: 6.1440 1.5752 0.3906
O: 4.5867 2.6872 1.1717
H: -4.7798 0.4588 -2.7575
S: 2.3924 3.9965 -0.8559
C: 0.4494 3.9164 3.9123
H: 3.2869 -1.8163 1.2528
N: 2.9741 1.1745 0.8071
H: -2.2204 -4.6063 -1.4904
H: -3.1594 0.9167 -3.2659
H: -3.5436 -4.0570 1.2254
H: -0.2174 -2.6142 0.2569
C: 4.3641 -1.5545 -2.9688
C: -0.2828 -2.9385 -0.7831
N: -0.8992 1.0291 2.0514
H: 3.0110 -4.2193 0.7246
H: 3.1422 -1.4665 -4.7300
C: 3.3434 2.2901 1.3330

Properties
Spin multiplicity = 5
Total charge = +1
ΔE to the lowest compared entry with this formula, charge and spin = 80.3 kJ/mol
DFT total energy = -3687.452261 Ha
Molar mass = 715.681 u
⟨S²⟩ = 6.0096

No. 2
# C38H39GeN2O3SW

A structure of composition C38H39GeN2O3SW in a non-equilibrium geometry (the ωB97M-V functional and the def2-TZVPD basis, the OMol25 dataset).

Cartesian coordinates (Å):
H: 0.0277 4.5527 -1.9067
H: 0.0839 5.7456 -0.5696
H: -3.7460 -0.9878 -4.4150
H: -3.3657 3.5498 2.5127
C: -1.2064 -2.0038 2.0713
H: -2.8236 -0.1773 -0.2666
S: -1.4686 2.4180 2.1207
C: -1.5939 -1.7169 -1.1587
C: -0.3939 1.3778 -4.0929
C: -0.7915 1.5910 -5.3984
H: -3.1448 -2.6271 1.3868
H: -4.3887 2.3401 4.0310
C: 1.3134 0.8800 -2.4356
H: -1.1023 4.6939 1.9636
H: -2.1532 -2.8463 -4.2775
C: -3.3586 -0.4377 -2.2978
C: 1.9592 1.1761 -4.8252
H: -5.2686 0.8589 3.6786
H: 3.0103 1.0590 -4.5898
H: 0.6518 -1.6787 3.2111
O: -1.0153 1.3465 1.1743
C: -2.3448 -2.0927 4.6851
C: 2.0625 -3.4630 0.9037
C: 0.1380 4.6847 -0.8307
H: 0.4041 3.7783 1.5815
C: 1.2501 -2.7977 0.0027
H: -1.0065 2.8719 -0.6510
H: -3.4913 0.7626 4.0591
C: -1.0310 -1.7561 4.5227
H: -3.2921 3.1706 0.8194
H: 4.3718 -0.3433 -0.9049
C: -1.4204 -2.4295 -2.3258
H: -4.1775 0.2958 -2.3718
H: -4.1198 -2.6254 3.7159
C: 3.7620 -0.4186 1.2390
O: 0.3612 1.1004 -1.4682
N: 2.4664 0.4352 -2.0885
H: 1.1058 -2.1345 -2.0759
H: 4.8231 -0.2531 4.9062
H: -0.2596 1.7246 -7.4190
C: -0.9594 3.8580 -0.1743
H: -0.4157 -1.6332 5.4261
H: -0.6441 -3.2227 -2.4782
C: 1.6432 -2.7405 -1.3583
C: 3.5672 -0.2586 -0.1984
C: -3.1882 2.7041 1.8043
C: 3.1940 -4.0998 0.4591
H: -1.1224 1.1782 -3.3474
H: -5.1429 1.7668 1.6593
H: -1.8176 1.8376 -5.6595
C: 3.5701 -4.0727 -0.8536
C: -3.0968 -1.1028 -3.4997
O: 1.6449 0.2058 1.8008
C: 5.4526 -0.7156 2.9110
H: 3.1740 -3.2881 -2.7929
H: -3.7984 0.7051 1.4038
H: 1.6669 -3.5752 1.8994
C: -2.1892 -2.1339 -3.4446
H: 2.4500 0.2683 4.2294
H: 4.4441 -4.6596 -1.0772
C: 0.1709 1.5871 -6.4210
C: -4.3013 1.3134 3.5676
C: -0.7079 3.8507 1.3941
H: 5.9911 -0.8227 0.9622
C: -4.1028 1.5252 2.0432
H: 6.4542 -1.0041 3.3429
Ge: -0.3361 -1.8497 0.2910
C: 5.1596 -0.7217 1.6023
C: -2.5394 -2.4235 2.2373
C: 3.1980 0.0602 3.5674
C: 2.8269 -3.3232 -1.7415
H: 2.2745 1.3663 -6.9833
H: 1.1716 4.3660 -0.5834
C: 4.4950 -0.3327 3.8817
C: 1.5197 1.4164 -6.1494
C: -0.4649 -1.7579 3.2381
C: -3.0472 -2.4165 3.5604
W: 0.5136 0.5214 0.3338
H: -2.8559 -2.2548 5.6002
C: -2.6843 -0.7497 -1.1600
C: 0.9686 1.2310 -3.8348
H: -1.9485 4.4044 -0.3587
N: 2.4329 0.1600 -0.7083
H: 3.7297 -4.7091 1.1510
C: 2.8226 -0.0812 2.2421

Properties
Spin multiplicity = 4
Total charge = +2
ΔE to the lowest compared entry with this formula, charge and spin = 148.6 kJ/mol
DFT total energy = -4348.208061 Ha
Molar mass = 860.258 u
⟨S²⟩ = 3.7734

No. 3
# C38H40Br2ErN11O6S2Se

A structure of composition C38H40Br2ErN11O6S2Se in a non-equilibrium geometry (the ωB97M-V functional and the def2-TZVPD basis, the OMol25 dataset).

Cartesian coordinates (Å):
N: -0.3175 3.1203 1.6181
C: -4.1337 -4.2592 1.9998
C: 0.9277 3.6963 1.6568
C: 2.7551 -2.6185 0.3594
H: 1.6143 2.4140 -3.6198
H: -2.0203 -2.2321 -3.9873
C: -3.1123 -2.1202 2.4708
C: 4.3992 0.4832 2.9404
H: -1.8250 3.5752 -5.0401
C: -0.1761 3.0660 -2.6290
H: -0.9482 -3.5837 -3.4843
H: -5.0030 -4.9239 2.0068
C: 5.7951 0.6789 3.1030
C: 3.8918 0.5030 5.4273
Er: 1.3537 0.0493 1.6391
O: -0.2561 -1.2755 0.7197
H: -0.6082 4.6625 -5.6958
C: 2.9637 0.5612 6.4604
H: -3.0051 3.0200 0.7281
C: 2.7284 -4.2209 2.0848
H: 0.1693 0.4496 4.6128
C: 6.6631 0.7576 1.9741
C: 0.7723 3.0763 -3.8184
H: 1.2189 4.0896 -3.8558
H: 0.9922 2.6677 -5.8673
C: -2.3193 0.1141 -2.5596
H: 4.2851 0.5625 -0.3762
C: 1.4043 -2.5728 -4.6964
N: 2.4843 -1.9986 1.4950
C: -0.7845 -1.5022 1.8710
Br: 8.5452 0.7622 2.2495
O: -0.4137 -0.8472 2.9007
C: 4.7046 0.5953 0.6253
H: -5.3708 2.3784 -1.9758
O: -1.7582 -6.3348 0.3319
C: -0.7479 -1.8589 -2.3318
H: 1.8432 -2.5332 -3.6629
H: 2.3756 -2.6142 3.5602
H: 0.3482 3.3177 -1.7044
Se: 1.6367 0.4793 -1.6142
H: 2.8737 -2.1642 -0.6111
H: 0.0127 -0.9543 -4.9706
C: -0.0310 -2.0701 -4.8205
C: -4.2099 -2.9643 2.4534
C: -1.8068 -3.8282 1.4409
H: -0.2557 1.6282 -5.1038
H: -1.4240 -2.3994 -1.6311
H: -3.1760 4.8021 0.7480
H: -1.2255 3.3105 -6.7227
H: -5.6892 -0.0517 -2.1687
N: -5.5206 -2.4780 2.9382
S: 2.4233 2.9754 1.7589
H: 1.5785 -3.6366 -4.9543
O: -5.5344 -1.4182 3.5452
H: 6.2026 0.7448 4.1040
Br: 3.5095 0.6419 8.2636
C: -4.5129 1.7638 -2.2164
H: 1.2841 5.8356 1.6734
S: 2.8744 -4.3114 0.3672
C: 0.1559 2.6628 -5.1590
H: 6.6780 0.9166 -0.2276
H: -3.6788 -1.5956 -2.3354
O: -3.8902 -6.4918 0.6330
C: -0.1630 0.6052 -2.1057
H: 0.3097 -1.9682 -1.9495
H: 2.8099 -5.1819 2.5946
H: -3.2087 3.8548 2.3004
C: -4.6380 0.3527 -2.2486
H: -0.9077 3.8824 -2.6961
C: -1.8846 -2.5389 1.9581
N: 2.1181 0.3833 3.8531
H: 4.9802 0.5487 5.6160
C: 1.6202 0.5758 6.1731
C: -2.1929 1.4928 -2.5706
C: -1.2746 4.1482 1.4893
C: 6.0893 0.7827 0.7019
C: -0.9868 -2.4981 -3.7153
C: 2.5218 -2.9520 2.5147
C: 1.2405 0.5185 4.8588
H: -1.3161 1.4253 1.5741
H: -0.5118 1.7208 0.1676
N: 0.6370 5.0563 1.6450
C: -3.2654 2.3553 -2.4565
N: 3.8786 0.4608 1.6664
N: -0.6896 5.3171 1.5516
N: -0.4206 1.7581 1.1964
N: -0.8246 1.7900 -2.4081
N: -1.0202 -0.4260 -2.3049
C: -3.5693 -0.5118 -2.4256
H: -0.8701 -4.1497 1.0102
H: 2.1089 -2.0056 -5.3623
H: 0.8590 0.7356 6.9326
H: -3.1376 -1.1501 2.9481
H: -0.4569 -2.5238 -5.7313
O: -6.4713 -3.2431 2.7472
C: -2.9057 -4.6311 1.4404
C: -0.9267 3.5994 -5.6740
H: -3.1392 3.4444 -2.3738
N: -2.8086 -5.9400 0.7705
C: -2.7424 3.9300 1.3105
C: 3.4496 0.4800 4.0811

Properties
Spin multiplicity = 4
Total charge = +2
DFT total energy = -11886.247493 Ha
Molar mass = 1216.971 u
⟨S²⟩ = 3.7521

No. 4
# C38H40CdN6

A structure of composition C38H40CdN6 in a non-equilibrium geometry (the ωB97M-V functional and the def2-TZVPD basis, the OMol25 dataset).

Cartesian coordinates (Å):
H: 0.4925 -2.8496 -5.8034
H: 0.5316 0.4344 3.1461
H: -0.9601 3.5192 -0.1334
C: 0.2139 -2.6527 -4.7958
C: -0.1570 1.2399 8.8923
C: -1.6359 1.8742 -5.2950
N: 1.0957 -3.6676 3.1884
C: -0.6417 -1.6100 -2.9922
N: 0.3684 1.5428 9.8995
H: -1.8367 2.7434 7.4386
C: -1.6026 1.7812 6.9827
C: -1.0214 -4.7794 1.7246
C: 1.1358 1.8515 -0.8045
C: 0.2478 -3.4763 -3.6944
H: 3.1640 -1.0106 1.6863
H: 2.9337 0.7445 -2.6125
N: -0.3474 -1.4483 -4.3396
C: -1.5820 0.6028 -4.7279
C: 1.0334 1.3745 2.9121
N: -2.3305 0.4594 1.6515
C: 3.4388 0.0390 1.5480
C: 0.2687 -4.5196 3.7727
H: -3.5956 0.5199 -4.0576
H: 1.9715 1.3808 3.4665
C: -0.2321 -3.8140 1.1190
C: 0.7808 -3.1681 1.9372
C: -0.4616 -0.2049 -5.0081
C: -1.0357 -0.7274 5.8357
H: -0.7975 -1.6868 5.3804
C: 2.3998 0.8250 0.8276
C: 0.5735 1.6014 -6.2313
C: -0.7647 2.8050 0.6680
C: -0.7725 0.8668 7.6481
C: -0.5188 -0.3965 7.1005
H: 1.7022 -1.5920 0.8322
H: 3.5391 0.3985 2.5830
C: -2.1226 1.4562 5.7164
Cd: 0.1297 -0.8078 -1.2077
H: 0.8713 -4.3047 -3.4678
H: -0.1665 3.0232 -2.0494
H: -2.7516 2.1615 5.1782
H: -1.6197 2.1102 0.7036
H: 1.4316 2.0241 -6.7656
H: -2.7611 1.9487 3.1714
H: 4.1933 1.3467 -1.5252
C: 0.8298 2.5634 -2.0736
C: -0.6053 2.3490 -6.1112
H: -1.8040 -1.4878 0.9031
C: -2.6084 0.1585 -3.7370
H: 2.4049 -0.2162 -4.5148
C: -1.9880 -0.8798 1.7696
N: -2.1539 -0.0295 3.8097
H: -1.6438 -2.1099 3.5497
H: -0.7457 3.3376 1.6207
H: -1.3279 4.3660 -6.2326
H: -1.7722 -5.2825 1.1023
H: 0.4202 2.2116 3.2548
C: 0.6643 0.3246 -5.6720
H: -1.3363 3.5010 -7.7698
H: -1.3910 -5.9084 3.5368
C: -0.7781 3.6452 -6.8391
H: 2.7065 0.0679 -6.2472
C: 1.2411 -1.8529 1.7877
C: -1.8863 -1.2014 3.0776
H: 0.1940 4.0567 -7.0963
H: 0.0825 -1.1144 7.6451
C: 2.3059 1.0601 -0.5734
C: 3.3197 0.6739 -1.5857
H: 4.4042 0.0551 1.0225
H: -2.4378 0.6055 -2.7418
C: -1.8042 0.2124 5.1490
N: -0.5978 -2.9209 -2.7434
H: 3.6883 -0.3513 -1.4294
H: 1.9270 -1.4322 -5.7088
C: 0.4968 2.0714 0.4574
C: -0.8020 -5.1220 3.0588
H: -0.3298 -3.4229 0.0961
C: 1.9880 -0.3558 -5.5278
H: 0.8745 1.9015 -2.9511
H: -2.6706 -0.9278 -3.6196
H: 0.4419 -4.7644 4.8159
H: -2.5102 2.4957 -5.0869
H: 1.5678 3.3722 -2.2287
C: 1.2908 1.4481 1.4542
C: -2.4569 0.9448 2.8802

Properties
Spin multiplicity = 1
Total charge = -2
DFT total energy = -1968.009436 Ha
Molar mass = 693.192 u

No. 5
# C38H40N4O3SSiW

A structure of composition C38H40N4O3SSiW in a non-equilibrium geometry (the ωB97M-V functional and the def2-TZVPD basis, the OMol25 dataset).

Cartesian coordinates (Å):
N: -1.9811 -0.4988 4.4140
H: -6.1818 -5.4604 1.6027
C: 2.3332 -2.8906 -2.2032
C: 2.0973 3.3221 -3.7168
C: 3.3541 0.6289 0.7916
N: -0.8671 -1.4291 2.6240
C: -4.9735 -3.7034 1.8825
H: 4.5578 -0.7275 3.6760
H: -4.2405 -1.4939 -2.7409
W: -1.0604 0.0378 -0.0433
H: 0.2023 -4.1579 2.1316
C: 4.4025 3.2389 -3.0491
H: -2.2351 -1.4114 4.7607
C: -4.1643 -0.9468 -0.6175
O: -1.8452 1.3831 -2.9783
H: 1.2519 -2.9755 2.9498
H: -4.6048 0.0834 1.2673
C: 3.3071 4.0893 1.6949
H: -6.6399 -4.9527 -0.7749
H: 2.9656 0.9760 2.8722
C: 3.5352 0.3908 2.1559
H: -1.3913 -0.5721 -3.5350
C: -4.6236 -0.7214 -2.0702
H: 2.0766 6.4501 3.7857
C: 1.7260 2.8379 -2.4704
C: -4.7401 -2.2383 -0.0356
H: -0.5712 0.7202 -4.4667
H: 4.2461 3.7816 1.2443
H: 5.4504 3.3985 -3.2730
H: -2.3049 0.4192 -4.7013
C: 1.8940 -3.1360 -0.9325
O: 0.6264 1.3461 0.1365
O: -1.9801 1.8613 -0.8411
H: 4.7844 2.5272 -1.0677
H: -4.7536 -3.9243 2.9205
C: 0.9434 -0.9552 -2.2494
C: -6.0340 -4.2787 -0.1818
H: -2.6423 0.2201 4.6626
H: -5.7699 0.3695 -0.0175
C: 3.4397 3.5225 -4.0083
C: -1.5912 -0.4236 3.1019
H: 0.0409 3.2534 1.7912
C: 4.4260 -0.5705 2.6118
C: -5.7722 -4.5683 1.1461
H: 2.2685 -3.9880 -0.3849
C: -5.5217 -3.1264 -0.7667
C: 0.9262 4.8907 2.8614
H: 0.6757 2.6910 -2.2365
C: 4.0214 2.7541 -1.8060
H: -4.1903 1.1613 -0.0689
H: -0.0052 5.2032 3.3186
H: 5.5892 -1.6639 -0.3700
C: 0.9799 -3.4017 1.9801
H: 3.7345 3.9013 -4.9791
H: 3.0445 -3.5557 -2.6746
H: -3.8124 -1.9053 1.8668
Si: 2.0984 1.9248 0.2000
C: -4.7056 0.2415 0.1978
C: 5.1682 -1.3132 1.7034
C: 0.5351 -2.3489 1.0153
H: -4.2553 0.2463 -2.4116
C: 2.0953 5.5894 3.1284
H: 2.2429 -1.4868 -3.8550
S: -1.9542 0.9171 2.1396
C: 0.9566 -2.2706 -0.3230
N: -0.3410 -1.3842 1.3630
H: -2.4456 -1.9843 -1.2698
C: 5.0078 -1.0905 0.3429
H: 1.8684 -3.9022 1.6083
C: -1.4964 0.4193 -3.9743
H: 0.5902 -0.0536 -2.7281
N: 0.4153 -1.2263 -1.0468
C: 2.6775 2.5431 -1.4925
H: 4.0043 0.0446 -1.1667
H: -5.7447 -2.9315 -1.8069
C: 1.8770 -1.7449 -2.8719
C: -1.5523 1.1004 -1.7296
C: -4.4590 -2.5608 1.2938
H: 5.8790 -2.0526 2.0522
H: -5.7139 -0.7058 -2.1334
C: 2.1415 3.3779 1.4081
H: 4.2020 5.7282 2.7561
C: 4.1120 -0.1285 -0.1019
C: -2.6445 -1.1104 -0.6274
H: 1.3429 3.5540 -4.4593
C: 0.9540 3.7963 2.0083
C: 3.2886 5.1850 2.5450
H: -0.5476 -2.1549 3.2463

Properties
Spin multiplicity = 3
Total charge = 0
ΔE to the lowest compared entry with this formula, charge and spin = 42.1 kJ/mol
DFT total energy = -2671.584961 Ha
Molar mass = 844.756 u
⟨S²⟩ = 2.0308

The highest molar mass belongs to which entry?
C38H40Br2ErN11O6S2Se

spin multiplicity of number 5 (C38H40N4O3SSiW)?
3